The following is a quantum chemistry calculation of a 2-piece molecular cluster, C4H4F2 overall in a non-equilibrium geometry, from the Open Molecules 2025 dataset.

Properties
2S+1   1
SMILES string   C=C(F)F.C#C
Strongest force on any atom   3.0 eV Å⁻¹
E   -9644.149 eV
HOMO-LUMO gap   10.7 eV
E_HOMO   -0.354 Eh
ΔE to the lowest compared entry with this formula, charge and spin   2.303 eV

```
10
Properties=species:S:1:pos:R:3:forces:R:3:nbo_charge:R:1
C -1.1023 0.2105 -0.6433 -1.8 -1.6 1.7 -0.615
C -1.8159 -0.5386 0.2080 1.6 1.5 -1.4 0.771
F -3.0988 -0.4318 0.2567 -1.8 -0.8 0.3 -0.300
F -1.3533 -1.3857 1.1167 -0.2 0.5 -0.2 -0.303
H -0.1355 0.3616 -0.3817 3.0 -0.2 0.1 0.222
H -1.4976 0.8159 -1.4026 -1.0 0.6 -0.5 0.221
C 2.3577 -0.1845 -0.1959 -0.2 0.7 0.7 -0.214
C 2.0806 0.5347 0.7096 0.5 -0.4 -0.7 -0.232
H 2.5910 -0.6705 -1.0672 0.3 -1.2 -1.3 0.224
H 1.9741 1.2884 1.3996 -0.4 0.9 1.3 0.225
```
Positions in Å, forces in eV/Å.

---

The following is a quantum chemistry calculation of a 3-piece molecular cluster, C27H31F4N3O9S overall in a non-equilibrium geometry, from the Open Molecules 2025 dataset.

Properties
2S+1   1
SMILES string   C#CC[C@H]1C(=O)O[C@@](CCCN)(C(F)(F)C(F)F)[C@H]1CCCS(=O)(=O)O.O=[N+]([O-])c1ccccc1.O=[N+]([O-])c1ccccc1
Strongest force on any atom   3.0 eV Å⁻¹
E   -73096.435 eV
HOMO-LUMO gap   8.7 eV
E_HOMO   -0.345 Eh

```
75
Properties=species:S:1:pos:R:3:forces:R:3:mulliken_charge:R:1
C -4.6018 -4.4047 -0.3505 0.2 -0.1 -0.1 -0.276
C -3.4869 -4.5276 -0.7825 0.0 -0.1 -1.0 -0.491
C -2.2272 -4.7167 -1.5561 -0.6 0.5 1.2 -1.027
C -1.1253 -3.7287 -1.1161 0.2 -1.4 -2.7 -0.497
C 0.1448 -4.1874 -1.8877 -0.7 1.4 1.9 0.433
O 0.3215 -5.1712 -2.5195 0.4 -0.5 -0.2 -0.579
O 1.0302 -3.1699 -1.7236 0.5 -0.4 -1.2 -0.502
C 0.3711 -1.8767 -1.4775 0.7 -2.4 0.5 1.568
C 0.7809 -1.6403 -0.0084 -0.5 1.3 0.3 -1.976
C 0.0121 -0.4952 0.6991 -0.6 -0.3 0.4 -0.785
C -0.8546 -0.9800 1.9112 0.2 0.1 0.0 -0.905
N -0.7797 -0.1399 3.0924 -0.6 -0.1 -0.3 -0.514
C 1.1045 -0.9281 -2.4786 1.1 0.5 0.5 0.481
F 2.1485 -1.5691 -3.0392 0.1 -0.2 -0.1 -0.306
F 0.3591 -0.4973 -3.5095 -0.6 0.0 0.0 -0.355
C 1.7554 0.3410 -1.8215 -0.9 0.6 -1.1 0.157
F 1.9340 1.2396 -2.8299 0.0 0.2 -0.2 -0.335
F 2.9727 0.0756 -1.3547 0.2 -0.3 0.7 -0.271
C -1.1256 -2.2660 -1.6386 -1.8 0.9 2.1 2.068
C -1.8892 -1.9223 -2.9279 0.6 -0.2 -0.1 -1.436
C -3.4068 -2.1321 -2.9316 -0.2 0.4 -0.2 -1.221
C -4.1840 -1.4030 -1.8178 0.4 0.0 -0.5 -0.186
S -4.8689 0.1767 -2.3339 -2.4 -0.4 0.5 1.279
O -5.5239 0.0255 -3.6035 1.2 0.0 0.0 -0.616
O -5.7436 0.6260 -1.2704 1.1 0.1 -0.1 -0.685
O -3.6326 1.2021 -2.4330 -0.3 -0.6 0.0 -0.464
H -5.6171 -4.3591 -0.0310 0.1 0.1 0.2 0.441
H -2.4134 -4.6601 -2.6270 -0.1 0.0 0.1 0.474
H -1.8624 -5.7241 -1.3438 0.1 0.1 -0.1 0.527
H -1.0561 -3.8353 -0.0354 0.5 0.4 0.0 0.437
H 0.6143 -2.5483 0.5704 -0.1 -0.1 -0.4 0.852
H 1.8576 -1.4691 0.0647 -0.1 -0.1 -0.3 0.572
H -0.6968 -0.0096 0.0139 0.3 0.1 -0.1 0.583
H 0.6733 0.2780 1.0971 0.1 -0.1 -0.2 0.546
H -1.9085 -1.0569 1.6201 0.1 0.0 0.0 0.251
H -0.5531 -1.9884 2.2181 0.1 0.1 -0.1 0.276
H -1.1438 0.7886 2.9345 0.2 0.1 -0.1 0.220
H 0.1587 -0.1150 3.4555 0.1 0.2 0.0 0.233
H 1.1065 0.8393 -1.1011 0.2 -0.2 0.3 0.243
H -1.6964 -1.7515 -0.8487 0.4 0.4 -0.2 -0.643
H -1.4155 -2.4453 -3.7681 -0.3 0.1 -0.1 0.306
H -1.7359 -0.8538 -3.1068 0.0 -0.2 0.0 0.429
H -3.7406 -3.1667 -2.9508 0.2 0.0 0.2 0.475
H -3.7672 -1.7111 -3.8781 0.0 -0.1 0.1 0.639
H -3.6502 -1.2574 -0.8782 0.0 0.1 -0.1 -0.134
H -5.0677 -1.9959 -1.5805 -0.2 0.3 0.0 0.359
H -3.8872 1.9373 -1.8544 0.1 0.1 0.0 0.356
O 6.4325 5.4055 -1.5862 0.0 0.0 0.0 -0.607
N 5.8781 4.4864 -2.1547 0.0 0.0 0.1 1.024
O 5.8400 3.3446 -1.7463 0.0 0.0 0.0 -0.605
C 5.2067 4.7788 -3.4285 -0.1 0.1 -0.3 0.120
C 5.2604 6.0642 -3.9391 0.1 0.2 0.0 -0.380
C 4.6437 6.3318 -5.1509 -0.1 -0.1 0.0 -0.392
C 3.9808 5.3196 -5.8331 0.0 0.0 0.0 -0.422
C 3.9284 4.0374 -5.3026 0.0 0.2 0.0 -0.433
C 4.5453 3.7611 -4.0927 -0.1 -0.2 0.0 -0.349
H 5.7757 6.8506 -3.4078 0.0 -0.1 0.1 0.437
H 4.6822 7.3301 -5.5650 0.0 0.0 0.0 0.370
H 3.5043 5.5308 -6.7818 0.0 0.0 0.0 0.369
H 3.4095 3.2509 -5.8331 0.0 0.0 0.0 0.391
H 4.5050 2.7618 -3.6837 0.1 0.1 0.1 0.476
O 2.1235 -0.0228 5.8069 0.0 0.1 0.0 -0.625
N 0.9821 -0.3730 6.0406 0.1 -0.1 0.0 1.043
O 0.3542 -1.1651 5.3682 0.2 -0.2 0.3 -0.594
C 0.3094 0.2123 7.2051 -0.1 0.1 0.3 0.176
C 0.9801 1.1481 7.9733 0.2 0.1 0.1 -0.408
C 0.3314 1.7133 9.0594 -0.1 -0.1 0.0 -0.418
C -0.9701 1.3370 9.3657 0.0 0.0 0.0 -0.419
C -1.6256 0.3901 8.5894 0.1 0.1 0.0 -0.455
C -0.9850 -0.1783 7.4999 -0.2 -0.1 0.0 -0.294
H 1.9922 1.4397 7.7342 0.0 -0.1 -0.1 0.440
H 0.8402 2.4498 9.6660 0.0 0.0 0.0 0.370
H -1.4757 1.7842 10.2118 0.0 0.0 0.0 0.375
H -2.6379 0.0970 8.8312 0.0 0.0 0.0 0.370
H -1.4945 -0.9122 6.8926 0.1 0.0 -0.1 0.440
```
Positions in Å, forces in eV/Å.

---

The following is a quantum chemistry calculation of C27H48AsCl3GeORbSeSi2 as an isolated structure in a non-equilibrium geometry, from the Open Molecules 2025 dataset.

Properties
2S+1   1
Strongest force on any atom   2.0 eV Å⁻¹
E   -267509.209 eV
HOMO-LUMO gap   5.9 eV
Charge   -1
E_HOMO   -0.139 Eh
ΔE to the lowest compared entry with this formula, charge and spin   0.984 eV

```
85
Properties=species:S:1:pos:R:3:forces:R:3:mulliken_charge:R:1
Rb -1.9027 -0.6226 0.1772 0.5 0.2 1.9 0.676
C 3.4911 -2.1478 1.1744 0.0 -0.2 0.2 -1.179
C 3.0797 -3.6136 1.0144 0.0 0.1 -0.1 0.751
C 3.2946 -4.0439 -0.4330 0.0 0.0 0.2 -1.641
C 1.6484 -3.7969 1.4779 0.1 -0.1 0.0 0.185
C 1.3553 -3.6671 2.8339 -0.1 0.0 0.0 -0.575
C 0.0708 -3.8366 3.3126 0.0 0.0 -0.1 -0.584
C -0.9700 -4.1762 2.4523 -0.1 0.0 -0.1 0.972
C -2.3471 -4.4475 2.9855 0.0 0.1 0.0 -1.435
C -0.6887 -4.2856 1.0981 -0.1 0.0 0.1 -0.928
C 0.5977 -4.0894 0.6161 0.1 0.0 0.0 -0.142
H 4.5028 -1.9953 0.8065 0.2 0.1 -0.1 0.492
H 3.4569 -1.8365 2.2162 -0.1 0.1 0.1 0.317
H 2.8124 -1.5252 0.5957 0.1 0.1 0.0 0.096
H 3.7258 -4.2212 1.6631 -0.1 0.0 0.0 0.348
H 2.7857 -3.3523 -1.1018 0.0 0.0 -0.1 0.135
H 2.9138 -5.0461 -0.6125 0.0 -0.2 -0.1 0.418
H 4.3548 -4.0303 -0.6756 0.1 0.0 0.0 0.452
H 2.1491 -3.4333 3.5293 0.1 0.1 0.1 0.380
H -0.1355 -3.7123 4.3671 0.0 0.0 0.1 0.385
H -2.3326 -5.2766 3.6945 0.0 0.0 0.0 0.342
H -3.0339 -4.6951 2.1786 -0.1 0.0 0.0 0.344
H -2.7327 -3.5746 3.5108 -0.1 0.0 0.1 0.305
H -1.4779 -4.5603 0.4081 0.0 0.0 0.0 0.245
H 0.7638 -4.1973 -0.4445 0.1 0.0 -0.1 0.334
Cl -7.6849 -0.8927 -3.8410 -0.3 0.0 -0.1 -0.272
C -6.0304 -0.7724 -3.3237 0.1 -0.2 0.1 0.495
C -5.4776 -1.7904 -2.5654 -0.2 0.2 -0.1 -0.840
C -4.1671 -1.6773 -2.1599 -0.1 0.5 -0.3 0.741
Cl -3.5094 -2.8955 -1.1343 0.1 -1.0 0.2 -0.141
C -3.2994 -0.5979 -2.5077 -0.7 -0.1 -0.6 -0.602
O -2.0893 -0.5386 -2.1893 0.5 0.1 -1.3 -0.643
C -3.9754 0.4214 -3.2495 0.0 -0.1 0.1 0.513
Cl -3.0466 1.8281 -3.6094 0.2 0.4 -0.2 -0.226
C -5.2876 0.3520 -3.6500 0.0 -0.2 0.1 -0.754
H -6.0588 -2.6562 -2.2845 -0.1 0.0 0.0 0.422
H -5.7355 1.1636 -4.2010 0.0 0.1 -0.1 0.447
C 1.3370 3.9215 1.5690 -0.6 -0.3 0.1 -0.790
Si -0.5883 3.8948 1.6909 0.5 1.3 -0.4 0.482
C -1.2501 4.4064 -0.0411 0.1 -0.5 0.5 -0.951
C -1.0006 5.4485 2.7620 0.1 -0.7 -0.1 -1.164
As -1.5882 1.9607 2.3908 -0.2 0.0 -0.1 -0.223
Si -0.1294 1.2402 3.9834 0.8 -0.6 0.8 0.144
C 1.4734 0.3465 3.3771 -0.5 0.4 -0.1 -0.725
C 0.4724 2.5554 5.2536 -0.2 -0.3 -0.5 -1.111
C -0.9680 -0.1773 4.9812 0.0 0.5 -0.4 -0.945
H 1.7596 4.9056 1.3851 -0.1 0.3 0.0 0.407
H 1.6871 3.2636 0.7803 0.0 -0.2 -0.2 -0.017
H 1.7535 3.5559 2.5033 0.2 -0.1 0.2 0.217
H -0.7722 5.2946 -0.4474 0.2 0.2 0.1 0.335
H -2.3140 4.6170 0.0377 -0.2 0.0 0.0 0.306
H -1.1344 3.6049 -0.7681 0.0 -0.1 -0.1 0.074
H -0.5946 6.3748 2.3623 0.2 0.1 -0.2 0.324
H -0.6107 5.3234 3.7698 0.0 0.0 0.2 0.280
H -2.0766 5.5706 2.8425 -0.2 0.0 0.0 0.308
H 2.0792 1.0179 2.7746 0.1 0.1 -0.2 0.407
H 1.2107 -0.5118 2.7551 -0.1 0.0 -0.1 -0.206
H 2.0946 -0.0165 4.1928 0.0 0.0 0.3 0.458
H 1.0711 3.3072 4.7462 0.1 0.2 -0.1 0.298
H 1.0745 2.1501 6.0633 0.1 -0.2 0.1 0.364
H -0.3762 3.0694 5.6949 -0.2 0.1 0.0 0.283
H -1.4788 -0.8357 4.2788 -0.1 -0.1 -0.1 0.056
H -1.7149 0.2041 5.6696 -0.2 0.1 0.1 0.369
H -0.2627 -0.7828 5.5439 0.3 0.0 0.1 0.303
C 2.9238 1.6877 -5.9949 -0.5 -0.1 0.3 -1.236
Ge 1.5077 1.1811 -4.6762 0.3 -0.1 0.0 0.560
C 0.0956 0.1205 -5.5603 0.4 0.3 0.3 -0.954
C 0.7455 2.8583 -3.9469 0.2 -0.5 -0.1 -1.019
C 2.5148 0.0651 -3.3408 -0.3 0.3 0.0 -1.265
Se 1.5402 -0.6908 -1.8152 0.0 0.0 -0.4 0.169
C 1.3808 0.9657 -0.8268 0.1 0.0 0.0 -0.622
H 2.4824 2.2837 -6.7870 -0.1 0.1 -0.2 0.365
H 3.3877 0.8145 -6.4433 0.0 -0.2 0.0 0.358
H 3.7028 2.2784 -5.5224 0.1 0.1 0.1 0.370
H -0.3873 0.7133 -6.3323 0.0 0.1 -0.1 0.364
H -0.6538 -0.1654 -4.8296 -0.1 0.0 0.2 0.116
H 0.4994 -0.7801 -6.0134 0.1 -0.1 -0.1 0.364
H 0.5135 3.5287 -4.7710 0.0 0.0 -0.1 0.433
H 1.4348 3.3668 -3.2785 0.1 0.0 0.1 0.388
H -0.1790 2.6543 -3.4163 -0.1 -0.1 0.1 0.069
H 3.3453 0.6414 -2.9209 0.0 -0.1 -0.1 0.383
H 2.9392 -0.7956 -3.8635 0.0 0.1 0.0 0.469
H 0.9610 1.7155 -1.4927 0.0 0.1 0.1 0.069
H 2.3659 1.2704 -0.4665 -0.2 0.0 0.0 0.532
H 0.7087 0.8187 0.0201 0.1 0.1 0.0 -0.027
```
Positions in Å, forces in eV/Å.

---

The following is a quantum chemistry calculation of C24H28O7S2W as an isolated structure in a non-equilibrium geometry, from the Open Molecules 2025 dataset.

Properties
2S+1   1
Strongest force on any atom   3.0 eV Å⁻¹
E   -63154.541 eV
HOMO-LUMO gap (alpha / beta)   6.2 / 6.3 eV
Charge   +2
E_HOMO (alpha / beta)   -0.522 / -0.522 Eh
ΔE to the lowest compared entry with this formula, charge and spin   2.014 eV

```
62
Properties=species:S:1:pos:R:3:forces:R:3:nbo_charge:R:1
W 0.6802 -0.5508 1.1726 -1.7 -1.9 -1.2 2.040
O 0.8416 3.2834 0.9711 0.4 -0.5 0.1 -0.487
C 1.2031 2.2378 0.5307 -0.4 1.6 -1.6 0.825
O 1.4280 1.1482 1.2895 0.5 -0.2 2.0 -0.776
C 1.5450 1.9506 -0.9346 0.0 0.0 0.5 -0.348
C 2.8647 1.1372 -0.9557 0.3 0.6 -0.1 0.089
C 3.4929 1.2223 -2.3453 0.1 -0.1 0.3 -0.418
C 2.5104 0.3658 -3.1615 0.0 -0.2 0.2 -0.439
C 1.5676 -0.1543 -2.0685 -0.5 -0.2 -0.8 0.095
O 2.3861 -0.2286 -0.8775 -0.3 -0.2 0.4 -0.528
C 0.5688 0.9320 -1.6119 0.2 -0.4 0.3 -0.321
C -0.3050 0.2855 -0.5515 -1.0 1.8 -1.0 0.619
O -0.9972 0.9123 0.2957 1.0 -1.1 -0.3 -0.516
O -0.3046 -1.0278 -0.4680 -0.1 -1.2 0.2 -0.676
H 1.6077 2.8895 -1.4856 0.0 -0.1 0.2 0.274
H 3.5398 1.3466 -0.1249 -0.1 -0.1 -0.1 0.224
H 4.4954 0.7972 -2.3320 0.0 0.0 0.0 0.237
H 3.5621 2.2481 -2.6973 0.0 0.1 0.1 0.239
H 3.0136 -0.4578 -3.6647 -0.1 0.0 0.0 0.246
H 1.9728 0.9455 -3.9079 -0.1 0.0 0.0 0.237
H 1.1164 -1.1261 -2.2802 0.1 0.3 0.1 0.241
H -0.0385 1.3768 -2.4006 0.0 0.0 0.1 0.288
C -1.8754 -3.4199 0.5233 0.1 0.1 -0.3 -0.798
S -0.1427 -3.8277 0.1436 -0.7 0.0 0.9 1.275
C -0.0431 -5.3521 1.1303 0.2 0.3 -0.4 -0.779
O 0.6515 -2.8391 1.0320 0.6 0.5 0.3 -1.009
H -2.1380 -3.7318 1.5289 0.1 -0.1 0.1 0.236
H -2.5181 -3.9178 -0.1972 0.0 -0.1 -0.1 0.265
H -1.9965 -2.3385 0.4133 0.1 -0.3 0.0 0.268
H -0.6700 -6.1054 0.6635 -0.1 0.0 -0.1 0.266
H -0.3665 -5.1635 2.1485 -0.1 0.2 0.0 0.236
H 0.9857 -5.6997 1.1336 0.1 0.1 -0.1 0.261
O -0.8069 -1.2099 2.4719 0.1 0.6 -0.4 -0.940
S -0.9033 -1.8358 3.8817 1.8 0.6 -0.1 1.235
C -1.2224 -0.3626 4.9576 -0.1 0.1 -0.1 -0.588
C -1.8924 0.7141 4.1678 0.0 0.1 -0.2 0.010
C -3.2354 1.0065 4.3757 0.1 -0.1 0.0 -0.223
C -3.8424 2.0315 3.6728 0.0 0.0 0.0 -0.181
C -3.1186 2.7537 2.7379 0.0 -0.1 0.1 -0.176
C -1.7791 2.4733 2.5252 0.2 0.0 0.2 -0.177
C -1.1618 1.4515 3.2321 0.2 0.3 0.4 -0.230
C 0.9563 -2.1007 4.2550 -1.4 -0.5 -0.1 -0.606
C 1.8323 -1.0476 3.6899 1.4 0.5 -0.9 0.169
C 2.2286 0.0522 4.4720 -0.9 -0.8 -0.1 -0.256
C 3.2375 0.9021 4.0765 0.6 -0.2 -1.0 -0.028
C 3.9551 0.6471 2.8934 0.0 0.5 0.5 -0.237
C 3.6311 -0.4146 2.0964 -0.9 -1.0 0.1 -0.014
C 2.4771 -1.2609 2.3705 1.7 0.4 2.3 -0.617
H -0.2718 -0.0185 5.3534 0.1 -0.1 0.0 0.237
H -1.8522 -0.7120 5.7741 0.0 -0.2 0.0 0.269
H -3.8009 0.4521 5.1098 -0.1 -0.1 0.1 0.222
H -4.8701 2.2858 3.8736 -0.2 0.0 0.0 0.237
H -3.5902 3.5516 2.1893 -0.1 0.1 -0.1 0.234
H -1.2062 3.0753 1.8389 0.0 0.0 0.0 0.243
H -0.0773 1.2871 3.1297 -0.6 0.2 0.1 0.192
H 1.1652 -3.0742 3.8108 0.0 0.1 0.1 0.264
H 1.0263 -2.1657 5.3384 0.0 0.0 0.1 0.271
H 1.8018 0.1971 5.4555 -0.1 0.0 0.0 0.238
H 3.5412 1.7174 4.7126 0.0 0.1 0.1 0.255
H 4.8130 1.2625 2.6716 0.1 0.0 -0.1 0.254
H 4.2581 -0.6915 1.2569 -0.1 0.1 -0.1 0.247
H 2.6517 -2.3174 2.1041 -0.7 0.5 -0.3 0.326
```
Positions in Å, forces in eV/Å.